1.
17
Properties=species:S:1:pos:R:3:forces:R:3 method="wB97M-V/def2-TZVPD" multiplicity=3 de_lowest_kcal_mol=94.6 lumo_energy_ev="-5.850 / -6.492" homo_lumo_gap_ha="0.227 / 0.241" charge=+1 s_squared=2.0118
H 1.49370 1.49895 1.28677 0.845 -0.244 0.079
Hg 3.38680 0.70934 -0.90555 1.712 -0.166 -0.648
O 1.18458 0.76511 -0.38033 -2.697 1.486 0.147
O 0.61030 -0.16426 1.81037 -0.319 0.585 0.677
C -0.71683 -0.44693 1.47183 1.240 0.082 -0.652
C -0.75484 -1.05253 0.07492 -2.099 1.193 -2.344
O 2.52548 -0.43790 0.82339 0.813 1.408 1.194
C 1.49528 0.39352 0.86929 0.896 -2.838 -0.300
H -1.08961 -1.15967 2.21919 0.170 0.113 -0.251
H -1.31962 0.47118 1.55267 -0.182 -0.343 -0.241
H -0.03113 -1.57201 -0.55935 1.094 0.485 1.298
H -1.54315 -1.81808 0.08551 -0.610 0.798 -0.482
H -2.27085 0.17693 -1.18781 -0.045 -0.337 0.046
O 0.14222 0.55298 -3.13860 -2.100 -0.699 0.211
C -1.18886 0.33796 -1.01904 -3.092 -2.191 -0.082
C -0.66366 0.37398 -2.36404 3.353 1.029 1.370
H -1.25979 1.37144 -0.63921 1.020 -0.361 -0.022

---

2.
195
Properties=species:S:1:pos:R:3:forces:R:3 method="wB97M-V/def2-TZVPD" lumo_energy_ev=0.566 homo_lumo_gap_ha=0.375 charge=0
O -0.33534 3.45766 4.62016 -0.945 0.323 0.409
H -0.58669 4.41083 4.64437 0.096 -1.125 -0.082
H -1.07171 2.90313 4.97296 0.541 0.851 -0.237
C -1.20444 -6.73357 -1.13493 0.821 0.421 -0.601
C -1.26402 -5.24003 -0.97104 0.280 1.943 0.824
C -2.65661 -4.81871 -0.70431 -1.487 0.429 -0.269
O -0.48609 -4.69679 0.16287 -0.555 -0.824 -0.611
H -1.52034 -7.27470 -0.22290 -0.100 0.295 -0.609
H -0.14011 -6.93391 -1.31395 -0.338 -0.641 -0.258
H -1.83952 -6.91237 -2.04641 0.683 -0.495 0.975
H -0.96254 -4.66552 -1.88282 0.293 -0.797 0.591
H -2.74819 -3.78589 -0.43265 0.352 0.689 0.404
H -3.18062 -5.40735 0.04298 0.046 -0.262 0.143
H -3.22042 -4.84885 -1.62833 -0.360 -0.453 -0.318
H 0.35075 -4.32742 -0.13186 0.459 -0.120 -0.402
C -2.34359 -3.80505 3.22961 1.393 1.206 -3.080
C -0.97464 -4.21098 3.74307 -1.181 -1.140 0.600
C -1.04415 -5.58690 4.41973 2.256 0.909 -0.485
O 0.06353 -4.20075 2.81064 0.214 0.279 -1.254
H -2.26224 -2.75754 2.83896 -0.241 -0.493 0.592
H -3.07404 -3.86898 3.97567 -1.134 -0.110 1.056
H -2.64800 -4.33526 2.29586 0.151 -0.214 0.865
H -0.72417 -3.49265 4.48223 0.438 0.800 0.906
H -1.71461 -5.65403 5.23026 -1.034 -0.016 0.814
H -0.02665 -5.78419 4.80526 -0.411 -0.120 -0.076
H -1.23286 -6.29936 3.65447 -0.419 -0.898 -0.529
H -0.27896 -4.35787 1.89424 0.080 -0.050 0.579
C 2.34320 7.12553 2.53635 -0.156 1.006 2.820
C 0.95308 7.62416 2.92803 -0.385 -0.404 -1.370
C 0.40364 8.77742 2.02160 0.858 0.564 -0.260
O 0.06606 6.50882 2.92770 -0.448 -1.374 -1.007
H 2.60905 6.27923 3.15706 -0.126 -0.254 0.272
H 3.09324 7.87679 2.79890 0.073 0.088 -0.730
H 2.33668 6.77121 1.56295 0.235 -0.203 -2.163
H 0.88857 7.93520 3.97179 0.360 0.352 -0.086
H 0.56506 8.74131 0.89107 -0.450 -0.907 1.409
H 1.00670 9.69770 2.22719 -0.740 -0.439 0.382
H -0.66959 8.90938 2.28219 0.756 0.193 -0.372
H 0.17319 5.92298 2.11894 -0.037 1.314 1.006
C 2.49747 -2.72114 -4.51066 1.165 0.532 1.143
C 1.46816 -3.65541 -3.89555 1.098 -0.028 1.390
C 1.83849 -5.10382 -4.23581 -0.350 -1.523 -0.142
O 1.32436 -3.48226 -2.47879 -0.479 0.039 -0.449
H 2.06795 -2.61002 -5.49079 0.574 0.866 -0.716
H 3.50729 -3.18184 -4.56937 -0.598 0.018 -0.145
H 2.69104 -1.75219 -3.92559 -0.912 -1.299 -1.021
H 0.51630 -3.30623 -4.25775 -0.565 -0.448 -0.353
H 1.97935 -5.26108 -5.32524 -0.277 0.301 0.415
H 1.02109 -5.83970 -3.91623 1.185 0.987 -0.243
H 2.84741 -5.44352 -3.81558 -1.417 0.714 -0.085
H 2.12717 -3.74897 -2.03877 0.515 -0.280 0.479
C -0.96145 -0.44882 5.41089 1.164 0.299 0.670
C -1.98979 -0.13531 6.44812 -1.263 0.352 0.330
C -1.29405 -0.19637 7.84790 -1.195 -1.743 -1.420
O -2.51821 1.21435 6.18391 0.214 -1.113 0.435
H -0.14822 0.28918 5.63324 -0.104 -0.944 -0.574
H -1.16190 -0.44772 4.34350 -0.656 0.337 0.056
H -0.69616 -1.47571 5.67455 0.717 0.117 -0.232
H -2.81634 -0.89733 6.40016 0.417 0.802 0.084
H -2.01285 -0.15880 8.65778 -0.128 0.479 0.175
H -0.58574 0.59880 7.84201 0.738 0.419 0.486
H -0.85395 -1.22209 7.92551 0.133 0.986 0.011
H -3.17579 1.38130 6.87163 0.101 0.133 -0.169
C 2.13900 -6.44985 1.06936 -0.842 1.717 -0.728
C 3.15536 -5.33718 0.72684 0.926 -1.183 0.206
C 4.38776 -5.93722 -0.13197 -1.371 1.063 0.680
O 2.46875 -4.27881 0.05731 0.217 -0.674 -0.382
H 1.25120 -6.00279 1.61432 1.184 -0.657 -0.520
H 2.54752 -7.29031 1.59101 0.388 -0.367 0.382
H 1.80600 -6.76236 0.08520 -0.461 -0.491 -0.072
H 3.49371 -4.94108 1.70113 0.400 -0.007 -0.523
H 5.06774 -5.18896 -0.57083 -0.291 0.049 0.586
H 4.03271 -6.50797 -0.99390 -0.252 -0.165 0.246
H 4.92875 -6.58044 0.55304 0.262 -0.210 -0.110
H 2.72128 -3.51196 0.56460 -0.070 1.026 0.325
C -5.45909 2.30907 -5.02476 -0.517 -1.614 0.321
C -5.61472 1.73844 -3.63644 0.500 0.316 1.528
C -7.04419 1.51439 -3.21271 -0.714 1.733 -0.120
O -4.83524 0.49561 -3.55304 -0.451 0.989 -0.345
H -6.08204 3.14392 -5.29859 -0.184 0.401 0.347
H -5.72364 1.47660 -5.68301 0.310 0.166 -0.378
H -4.42897 2.53675 -5.05386 1.184 0.449 -0.888
H -5.17691 2.48535 -2.89359 -0.327 -0.936 -0.729
H -7.05288 1.05608 -2.21689 -0.409 0.236 -0.290
H -7.66642 0.97690 -3.92539 0.304 -0.561 -0.045
H -7.52452 2.55586 -3.23526 0.518 -1.323 0.624
H -4.54801 0.36145 -2.62612 -0.054 0.115 -0.060
C 4.58145 1.98318 -0.85742 -0.113 0.729 0.548
C 4.12588 0.56928 -0.43010 1.217 0.557 -0.365
C 5.25820 -0.47856 -0.59635 -0.225 0.967 -0.046
O 3.80812 0.60757 0.95320 -0.671 -0.270 -0.003
H 5.28825 1.94224 -1.68566 0.021 -0.003 -0.128
H 5.03708 2.62744 -0.03899 -0.455 -1.169 -0.764
H 3.68546 2.52794 -1.18186 0.325 -0.095 0.265
H 3.28399 0.32567 -1.14284 0.494 -0.222 1.138
H 4.85786 -1.39995 -0.18520 0.247 -0.342 -0.131
H 6.20486 -0.19440 -0.04974 -1.086 -0.173 -0.551
H 5.44962 -0.55776 -1.68040 0.185 -0.279 0.476
H 2.85485 0.65533 1.11040 0.264 0.099 -0.024
C 2.83091 -2.59502 4.70054 -0.391 0.048 -0.285
C 3.25203 -1.91846 3.45128 0.412 -1.426 -1.453
C 4.75375 -2.05771 3.19969 -0.447 -0.402 3.436
O 2.56087 -2.47315 2.29930 -0.495 -0.199 0.274
H 2.87467 -3.65712 4.59346 0.019 -0.882 -0.038
H 1.81377 -2.28659 4.94003 0.079 -0.023 0.488
H 3.58771 -2.29552 5.38713 0.081 0.218 1.333
H 2.99349 -0.91248 3.60038 -0.435 1.465 -0.645
H 4.98105 -2.01657 2.20017 0.578 -0.319 -2.380
H 5.11741 -2.94835 3.77069 -0.139 0.174 -1.098
H 5.31408 -1.26104 3.68125 -0.119 0.466 0.067
H 1.78458 -3.01008 2.59014 0.497 0.536 -0.094
C -1.52160 4.23448 -1.34532 -0.798 -0.496 -0.327
C -1.09213 5.56851 -0.81820 0.483 -0.580 -1.331
C -2.09362 6.12593 0.11193 0.309 1.419 0.397
O 0.11437 5.52014 -0.10384 0.999 0.085 1.278
H -2.41928 4.38661 -1.94048 -0.410 -0.038 0.143
H -1.72180 3.47050 -0.59364 -0.074 0.219 0.279
H -0.86114 3.79359 -2.05651 1.043 -0.200 -0.462
H -0.92490 6.20459 -1.69418 -0.173 0.290 -0.023
H -2.20383 5.40475 0.88911 -0.420 -0.444 0.804
H -3.04336 6.36436 -0.34662 -0.198 -0.037 -0.150
H -1.64905 7.03498 0.54865 -0.436 -0.195 0.000
H 0.73948 4.84759 -0.38954 -0.206 -0.105 -0.501
C 1.07154 0.56567 -5.27652 0.663 -0.465 1.597
C 0.11954 0.65528 -4.06865 0.324 1.094 -0.156
C -1.13161 1.48740 -4.35795 -0.155 0.446 0.154
O -0.26389 -0.64208 -3.70173 -0.312 -0.868 0.390
H 1.91358 -0.09064 -4.93445 -0.722 0.497 -0.699
H 1.49379 1.52409 -5.53610 0.015 0.425 -0.173
H 0.55242 0.13965 -6.12052 -0.084 -0.221 -0.350
H 0.67042 1.05368 -3.19355 -0.220 -0.016 -0.405
H -1.56388 1.18626 -5.29783 0.041 -0.202 -0.606
H -0.94015 2.57094 -4.44722 0.036 -0.412 0.305
H -1.95100 1.27931 -3.64849 0.538 0.314 0.183
H -1.00542 -0.84610 -4.27914 -0.459 -0.351 -0.168
C 2.73660 6.60581 -1.92801 0.024 1.287 -1.114
C 3.33865 5.51282 -2.76935 1.214 -0.844 -0.296
C 4.85343 5.45675 -2.54867 -1.009 3.158 0.255
O 2.73204 4.32371 -2.29762 -0.215 -1.423 0.084
H 3.24552 7.59455 -2.10639 -0.605 -0.895 0.037
H 2.82778 6.37437 -0.87624 0.018 -0.191 0.217
H 1.68276 6.66389 -2.20671 -0.025 0.343 0.331
H 3.14350 5.58155 -3.86891 -0.070 0.394 0.743
H 5.35295 4.62224 -2.91170 0.768 -1.619 -0.817
H 5.04482 5.59436 -1.49059 0.142 -0.282 0.311
H 5.24562 6.38810 -3.02689 0.076 -0.800 0.176
H 3.29010 3.53006 -2.46499 -0.518 1.154 -0.107
C -2.67178 -2.63223 -6.82824 0.069 -0.010 0.550
C -3.49324 -2.06316 -5.63351 2.297 -0.586 -0.585
C -3.18792 -2.92190 -4.38731 -1.208 0.894 0.156
O -2.99029 -0.72667 -5.44567 -0.021 -0.403 -0.114
H -2.71288 -3.74167 -6.90896 -0.008 0.724 0.226
H -1.61863 -2.30213 -6.69419 -0.561 -0.337 -0.098
H -3.04092 -2.21943 -7.75611 0.012 0.161 -0.330
H -4.52590 -2.00343 -5.93221 -0.617 -0.241 0.344
H -3.53453 -3.94720 -4.48993 -0.401 -0.038 -0.061
H -3.71979 -2.41379 -3.55182 0.569 -0.621 -0.121
H -2.11953 -3.02326 -4.19352 0.089 0.480 -0.014
H -3.64274 -0.18291 -4.97574 -0.118 -0.159 0.314
C -5.76874 0.51540 0.59535 -0.349 -0.350 -0.806
C -4.79628 -0.57526 0.00776 -1.845 1.427 -1.378
C -5.60567 -1.58784 -0.79963 -0.477 -0.360 -0.074
O -3.87662 0.10391 -0.84832 -0.016 0.028 -0.036
H -6.57826 0.81335 -0.16527 1.455 -0.259 0.943
H -5.23824 1.40893 0.98039 -0.225 -0.543 -0.354
H -6.32864 0.06237 1.41502 0.032 0.043 0.131
H -4.35425 -1.12986 0.79681 1.073 -0.157 0.884
H -6.33973 -1.11003 -1.47280 0.133 -0.126 0.489
H -6.08481 -2.31988 -0.12812 -0.199 0.422 -0.211
H -4.98961 -2.19090 -1.45646 0.516 -0.057 -0.042
H -3.05452 -0.42086 -0.98933 -0.246 -0.041 0.382
C 3.73849 1.32558 4.62082 -1.504 -0.291 0.422
C 2.54541 2.30120 4.60301 1.186 -0.912 0.811
C 2.93999 3.68821 4.13131 0.842 0.022 -1.037
O 1.56188 1.71762 3.74699 0.703 0.213 0.527
H 3.32695 0.34468 4.89291 0.241 0.304 0.280
H 4.45007 1.62428 5.35296 0.674 0.248 0.681
H 4.23580 1.17621 3.68876 0.213 0.274 -0.957
H 2.20364 2.33713 5.68823 -0.094 0.085 -1.197
H 2.06126 4.30197 3.93255 0.037 0.049 0.152
H 3.51106 3.58373 3.16758 -0.612 0.071 0.648
H 3.63325 4.21687 4.80621 -0.425 -0.256 0.057
H 0.84213 2.32951 3.89835 -0.992 0.219 -0.399
C 0.61866 -0.32531 -0.35970 0.497 -1.354 -1.045
C -0.73744 -0.74078 0.23736 1.320 1.130 1.228
C -1.29662 0.50516 0.98874 -1.325 -0.962 -0.399
O -1.54814 -1.25661 -0.78828 -0.487 -0.092 -1.122
H 0.60514 0.65661 -0.79587 -0.559 0.574 -0.521
H 0.97921 -1.04838 -1.15885 -0.570 0.645 0.839
H 1.44542 -0.24649 0.31818 0.086 -0.448 0.929
H -0.61714 -1.48623 1.04057 0.165 -0.303 -0.585
H -0.58492 0.77082 1.76937 0.140 0.346 -0.240
H -2.28112 0.35057 1.49525 0.690 -0.328 -0.327
H -1.51881 1.27049 0.24999 0.412 0.476 0.119
H -1.08025 -1.25147 -1.66032 -0.184 0.109 0.893

---

3.
82
Properties=species:S:1:pos:R:3:forces:R:3 method="wB97M-V/def2-TZVPD" multiplicity=3 lumo_energy_ev="4.141 / 4.129" homo_lumo_gap_ha="0.208 / 0.205" charge=-2 s_squared=2.0075
Pd -0.08892 0.35984 -0.02851 0.235 -0.292 -0.039
C 0.70112 -6.44970 -2.46181 -0.005 -0.045 -0.020
C 0.23075 -5.17342 -1.81537 -0.007 0.032 0.005
C -0.47382 -5.16846 -0.61546 0.018 0.019 -0.009
C -0.84505 -3.98113 -0.02588 -0.005 -0.057 -0.003
C -0.56326 -2.71376 -0.59006 0.010 0.156 0.067
N -0.88500 -1.59547 0.15024 -0.337 -0.133 -0.163
C -2.07669 -1.57934 0.85290 0.147 0.076 0.075
C -3.22494 -2.18921 0.30581 -0.059 0.027 0.010
C -4.45004 -2.16703 0.93550 -0.005 -0.018 -0.041
C -4.61309 -1.52155 2.15654 0.042 0.005 -0.039
C -5.95060 -1.45048 2.84326 -0.062 -0.017 0.047
C -3.49324 -0.90921 2.69835 0.021 0.022 0.045
C -2.23857 -0.90777 2.09173 -0.068 -0.039 0.002
C -1.05099 -0.23096 2.81886 0.090 -0.130 -0.104
O 0.05047 0.00957 2.09125 0.161 0.314 0.152
C -0.60439 -1.19138 3.96556 -0.014 -0.004 -0.024
F 0.36479 -0.64697 4.73096 0.029 0.020 0.032
F -1.58146 -1.57347 4.82382 -0.026 -0.004 0.019
F -0.10118 -2.32150 3.44806 0.007 -0.027 -0.012
C -1.50159 1.13430 3.45743 0.008 -0.022 0.028
F -2.23456 1.85393 2.59875 -0.005 0.002 -0.023
F -0.44835 1.88379 3.79962 0.026 0.006 0.024
F -2.24652 1.02160 4.59943 -0.016 0.017 0.016
C 0.13884 -2.71569 -1.82316 0.024 -0.026 -0.009
C 0.52187 -3.93895 -2.37497 0.039 0.035 -0.038
C 0.51107 -1.38967 -2.54174 -0.260 -0.236 0.016
O -0.17352 -0.31469 -2.14674 0.375 0.221 -0.089
C 2.04528 -1.19183 -2.33848 0.045 -0.009 0.002
F 2.35166 -1.29724 -1.03108 0.086 0.080 0.135
F 2.47717 0.01255 -2.73957 0.007 0.027 -0.068
F 2.83117 -2.10286 -2.97302 0.018 -0.009 0.002
C 0.22095 -1.49235 -4.08313 -0.022 0.066 0.033
F 0.93365 -2.40509 -4.80567 0.041 -0.042 0.004
F -1.06881 -1.79625 -4.28960 -0.054 -0.014 0.005
F 0.45611 -0.32010 -4.69341 0.009 0.037 -0.013
H 0.08494 -7.29839 -2.15513 -0.003 0.007 0.008
H 1.73688 -6.68767 -2.19756 -0.001 0.006 0.012
H 0.65476 -6.38333 -3.55119 0.002 0.009 0.001
H -0.71787 -6.10659 -0.12385 0.000 -0.001 0.005
H -1.35627 -3.99855 0.92828 0.005 -0.010 -0.001
H -3.12620 -2.67552 -0.65605 0.010 0.002 0.000
H -5.29949 -2.64872 0.45845 -0.008 0.008 0.009
H -6.61952 -2.23191 2.47548 0.001 0.003 0.001
H -6.44840 -0.49013 2.67648 0.019 0.005 -0.021
H -5.85455 -1.57721 3.92440 0.021 0.001 -0.005
H -3.60540 -0.41289 3.65330 -0.024 -0.008 0.002
H 1.08187 -3.93104 -3.29987 -0.003 -0.020 0.004
N -4.22916 9.35723 -1.81672 -0.005 0.016 0.003
C -3.74543 8.32573 -1.64338 0.029 -0.099 0.016
C -3.14098 7.04073 -1.43317 -0.070 0.204 -0.043
C -3.84199 6.02962 -0.77295 0.029 -0.093 0.017
C -3.25707 4.79571 -0.57775 -0.030 0.030 0.007
C -1.95400 4.52663 -1.03394 0.068 -0.051 -0.028
C -1.26438 5.56055 -1.69484 -0.018 0.054 -0.011
C -1.84449 6.79608 -1.89185 0.043 -0.112 0.019
C -1.35234 3.26181 -0.83148 0.121 0.058 -0.047
C -0.79119 2.19320 -0.63920 -0.382 -0.030 0.161
H -4.84566 6.21852 -0.41409 -0.002 0.022 -0.007
H -3.79215 4.00946 -0.06272 0.002 -0.002 -0.003
H -0.26112 5.36320 -2.04702 0.001 -0.008 0.002
H -1.29868 7.57904 -2.40274 -0.019 0.018 0.001
C 3.23908 -0.21547 2.30621 0.008 -0.034 0.023
N 4.03353 0.12431 1.13549 -0.125 -0.088 0.154
C 5.03009 -0.86653 0.78330 -0.025 -0.003 -0.003
C 3.77969 1.21173 0.38592 0.102 0.281 -0.237
S 2.42402 2.17262 0.49299 0.003 -0.207 0.016
N 4.81924 1.50988 -0.52316 -0.120 0.066 0.099
C 4.48499 2.39323 -1.62702 0.010 0.009 -0.029
C 6.05263 1.92101 0.13100 0.052 -0.058 -0.019
H 3.85196 -0.10428 3.20869 0.012 -0.053 -0.021
H 2.90454 -1.25057 2.22698 -0.052 0.008 0.002
H 2.35893 0.40986 2.38694 -0.124 0.061 -0.082
H 4.56518 -1.85213 0.82366 -0.003 -0.034 -0.007
H 5.87024 -0.85399 1.48830 0.000 -0.026 -0.007
H 5.39724 -0.68783 -0.22264 -0.011 -0.016 0.012
H 3.54518 2.08512 -2.07347 0.006 0.000 -0.008
H 5.28374 2.31490 -2.36925 -0.002 0.005 0.004
H 4.38760 3.43811 -1.30787 -0.006 -0.013 0.010
H 6.31168 1.24162 0.94027 0.005 0.052 -0.014
H 5.95830 2.93521 0.54605 0.002 -0.002 -0.011
H 6.86971 1.91754 -0.59370 -0.010 0.004 -0.009

---

no.,M (g/mol)
1,331.7
2,979.6
3,891.1